Record 1
{"formula": "CH3NOS", "method": "the ωB97M-V functional and the def2-TZVPD basis", "energy_ev": -15456.2895, "homo_lumo_gap_ha": 0.3291, "relative_energy_kj_mol": 243.09, "elements": ["H", "H", "C", "O", "H", "N", "S"], "coordinates": [[0.01873, 0.99228, 1.95340], [-0.42198, 0.92791, 0.28442], [-0.21174, -0.80454, -1.18646], [-1.09410, -1.51555, -1.62471], [0.27480, -0.42682, 0.81500], [0.29568, 0.75438, 0.91424], [1.13860, 0.07235, -1.15589]], "atomic_forces_ev_per_a": [[0.235, -0.400, -2.501], [-2.006, 1.251, -0.642], [-0.521, -1.828, -4.311], [2.787, 2.668, 2.691], [0.217, 4.492, 1.592], [0.305, -4.159, 5.494], [-1.016, -2.025, -2.322]], "lowdin_charge": [0.079, -0.083, -0.731, 0.039, 0.064, -0.194, 0.826]}

Record 2
{"formula": "C43H58N4O4S", "method": "the ωB97M-V functional and the def2-TZVPD basis", "smiles": "CCCCCCCCCCc1c(CCCOC)c(CCCCCCCSc2nnco2)cc2c1C(=O)C=CC2=O.c1ccncc1.c1ccncc1", "energy_ev": -70514.8097, "homo_lumo_gap_ha": 0.3146, "elements": ["C", "C", "C", "H", "H", "H", "H", "N", "H", "C", "H", "H", "C", "H", "H", "H", "C", "H", "N", "H", "H", "H", "H", "C", "H", "C", "C", "H", "C", "H", "C", "H", "H", "H", "C", "H", "H", "H", "H", "C", "H", "H", "H", "O", "H", "C", "C", "H", "C", "N", "H", "C", "H", "H", "C", "C", "C", "N", "H", "C", "H", "C", "H", "H", "H", "H", "O", "H", "H", "C", "H", "C", "C", "C", "C", "C", "O", "C", "O", "C", "C", "H", "C", "H", "H", "H", "H", "H", "C", "H", "H", "C", "C", "C", "C", "C", "C", "H", "C", "H", "H", "C", "H", "H", "C", "H", "H", "C", "S", "H"], "coordinates": [[-7.05023, 0.30539, 2.56585], [6.05632, -0.67486, 1.84076], [-7.36672, -0.81854, 1.53845], [-1.48514, 3.54871, -4.09659], [0.98333, 1.64870, -0.82064], [-8.26207, -0.51622, 0.99209], [3.79440, 0.41296, 2.24490], [-4.32645, -3.29377, -0.17509], [0.10302, 2.28898, 6.22707], [1.14753, 1.48038, 0.23583], [-0.34032, -3.05418, -5.11744], [2.76786, -4.57210, -7.64812], [2.41774, -4.17985, -6.70165], [-2.40724, -5.67251, -1.02649], [-6.54873, -0.93062, 0.82518], [1.89029, 2.21506, 0.52466], [0.08540, 2.48908, 5.16194], [-0.57913, -0.26172, -3.13762], [-1.51834, 4.55413, -2.31150], [-0.07739, -0.20141, -5.47048], [0.36995, -3.95406, -7.33142], [5.88494, 0.56725, 0.06383], [-6.26474, -3.52100, 3.22472], [-2.43303, 1.87672, 2.54457], [-2.41786, 0.11457, -1.01661], [1.08643, -3.83771, -6.52978], [-4.98697, -4.31988, 0.19105], [-3.16577, 7.49178, -4.21301], [1.17706, 2.65256, 2.99032], [3.44218, -3.36083, -3.59352], [1.80828, 0.08823, 0.45705], [3.89988, 1.89023, 1.29665], [2.13789, 2.14195, 4.96440], [1.18553, 1.04106, -5.87357], [7.59157, -0.74897, 1.99073], [-1.63506, 5.71383, -0.62714], [-7.95468, -2.02580, 3.24940], [-4.87837, 2.48941, 1.87380], [-2.53823, 5.39081, -5.40609], [-2.49589, 1.34284, 1.27583], [4.34044, -4.26536, -5.73447], [8.09592, -0.16153, 1.22363], [8.06489, -2.11743, 4.12524], [-4.33849, -5.46543, -0.09700], [-7.55120, 1.22129, 2.25039], [-0.07022, 2.17556, 2.30588], [-1.11845, 1.49101, -2.03699], [-8.42381, -2.72554, 1.70694], [-2.70468, 6.66928, -3.68050], [-3.15797, -3.76627, -0.73175], [-7.42362, 0.00977, 3.54567], [-1.18083, 2.81303, 4.43667], [3.72950, -0.77576, -0.16230], [-5.92133, 1.59676, 0.80042], [3.31680, 0.19281, 0.12185], [-5.06122, 1.49743, 1.46420], [-1.33976, 1.21384, 0.54082], [1.51769, -3.17054, -4.26680], [-3.87994, 1.28621, -0.29908], [-2.35840, 5.50472, -4.34580], [7.22402, -2.90531, 1.74260], [-1.85623, 5.68293, -1.68907], [1.70903, -0.11683, 1.52573], [8.56225, -4.47823, 4.59212], [3.37533, 0.89887, -0.71146], [-5.48472, -2.49970, 1.94993], [2.10046, 3.24156, 2.45353], [7.88418, -0.35131, 2.96258], [-1.99269, 1.72208, -2.63958], [8.26435, -4.17047, 3.59171], [5.66774, -1.49759, 1.24083], [-2.45029, 6.76408, -2.32209], [-0.15349, 0.73818, -2.94637], [-3.84742, 0.91348, 0.72997], [-6.36507, -3.06247, 2.24506], [-0.11727, 1.63862, 1.03378], [0.00067, 1.38621, -4.20424], [-1.77186, 4.48026, -3.61746], [-2.07496, 3.48153, 4.93097], [-1.45140, 0.56893, -0.82959], [0.69096, -3.33851, -5.29823], [-3.28897, 2.00225, 3.18834], [3.29341, -4.01135, -5.64171], [7.18609, -4.28316, 3.48029], [0.82959, 0.56515, -2.49149], [-0.73114, -0.25690, -0.84580], [9.66096, -2.48263, 3.43031], [8.82967, -2.36224, 1.20747], [-1.23362, 2.27225, 3.03338], [-2.70521, 7.65532, -1.76503], [5.60718, -0.67470, 2.83445], [0.67366, 0.49781, -5.08327], [4.10293, 0.81917, 1.27873], [-3.19507, -5.03348, -0.67581], [-5.52037, 0.53863, 2.59728], [-7.63430, -2.17385, 2.21867], [5.63127, 0.62413, 1.12457], [6.15348, 1.48405, 1.54915], [2.79345, -3.50647, -4.45068], [-5.05181, -0.43703, 2.47134], [-3.92694, -0.17317, 0.65317], [8.59210, -2.68282, 3.35326], [1.32531, -0.67006, -0.15878], [-5.24214, 0.90890, 3.58736], [1.21082, 2.40028, 4.47025], [8.75937, -4.76857, 2.82555], [1.41393, -0.11425, -4.55664], [8.05667, -2.24130, 1.96853], [-6.53372, -4.39374, 0.99343], [-0.60281, 2.37693, -1.68631]], "atomic_forces_ev_per_a": [[0.812, -0.474, -0.722], [0.728, 1.355, -0.549], [-0.905, 0.270, 0.582], [0.026, 0.032, -0.043], [-0.089, -0.081, -0.067], [0.059, -0.139, -0.173], [-0.110, -0.038, -0.013], [0.111, 0.924, -0.083], [-0.356, 0.335, 0.033], [0.417, -0.556, 0.038], [-0.017, -0.025, -0.063], [-0.002, 0.003, 0.005], [0.031, -0.025, -0.066], [-0.268, -0.497, 0.062], [-0.078, 0.094, -0.158], [-0.200, 0.184, 0.164], [-0.102, -0.250, 0.182], [0.059, -0.008, 0.051], [-0.119, 0.377, -0.055], [0.207, -0.008, -0.364], [-0.015, 0.011, 0.015], [0.128, 0.040, -0.012], [0.336, -0.129, -0.063], [-0.578, 0.059, 0.037], [0.009, -0.087, 0.280], [0.032, 0.003, 0.018], [-0.416, -0.292, 0.377], [0.002, -0.004, 0.005], [0.657, 0.299, -0.087], [0.047, -0.015, -0.038], [0.457, 0.859, -0.143], [-0.173, -0.022, 0.135], [0.218, 0.252, -0.236], [-0.250, 0.141, -0.074], [-0.412, -1.386, -0.096], [-0.025, 0.055, 0.001], [-0.141, 0.071, -0.012], [0.131, 0.067, -0.126], [0.010, -0.025, 0.001], [-1.356, -0.325, 0.473], [0.002, 0.006, 0.024], [-0.081, -0.022, -0.095], [0.166, 0.153, 0.024], [0.082, -1.158, 0.030], [-0.023, 0.084, 0.233], [0.783, 0.170, 0.159], [1.056, -0.787, 0.126], [-0.090, 0.097, 0.040], [-0.031, 0.054, -0.048], [0.722, 1.016, -0.298], [-0.073, 0.127, 0.039], [-0.315, 0.511, 0.205], [0.034, -0.005, -0.054], [0.229, -0.007, -0.341], [-0.790, 0.329, 0.503], [-0.198, -1.196, 0.643], [-0.541, -0.590, -1.349], [0.042, -0.028, -0.119], [-0.059, -0.095, -0.005], [-0.009, 0.039, 0.060], [-0.079, 0.111, -0.311], [0.062, -0.100, 0.070], [-0.139, -0.512, -0.093], [0.045, -0.228, -0.049], [0.340, -0.356, -0.318], [0.096, -0.045, 0.279], [-0.520, -0.463, 0.271], [-0.017, 0.330, -0.101], [-0.130, 0.313, 0.236], [0.360, 0.784, -0.210], [0.036, -0.242, 0.234], [-0.001, -0.017, -0.024], [-0.774, -0.415, -0.486], [0.001, 1.142, -0.702], [-0.597, 0.058, -0.269], [0.807, 0.356, -0.484], [0.559, 0.012, 0.309], [0.077, -0.172, 0.021], [0.565, -0.791, -0.261], [0.804, 0.091, -0.400], [-0.057, 0.062, 0.142], [-0.174, -0.043, -0.091], [-0.040, 0.001, -0.012], [-0.020, -0.226, 0.089], [-0.013, 0.127, 0.081], [-0.090, -0.039, 0.007], [0.005, 0.024, 0.154], [-0.062, -0.258, -0.013], [0.287, 0.710, 1.741], [0.011, -0.011, 0.020], [-0.154, -0.269, -0.037], [-0.350, -0.271, 0.229], [0.678, 0.298, -0.608], [-0.243, 0.246, 0.096], [-0.702, 0.493, 0.415], [0.710, -0.151, -0.237], [-0.812, -0.332, 0.694], [0.087, -0.053, 0.030], [-0.033, 0.046, 0.118], [0.229, 0.044, 0.110], [0.018, -0.028, 0.072], [-0.587, -0.592, -0.405], [-0.097, -0.141, 0.246], [0.167, 0.045, -0.073], [-0.164, -0.198, -0.319], [-0.019, -0.243, 0.168], [0.084, 0.142, 0.064], [0.540, 0.793, 0.778], [0.045, -0.189, 0.008], [-0.512, 0.411, -0.171]], "lowdin_charge": [-0.190, -0.211, -0.198, 0.093, 0.087, 0.105, 0.105, 0.050, 0.120, -0.120, 0.102, 0.105, -0.083, 0.133, 0.104, 0.096, 0.018, 0.127, 0.062, 0.083, 0.101, 0.112, 0.073, 0.039, 0.100, -0.073, -0.708, 0.103, -0.291, 0.102, -0.154, 0.094, 0.120, 0.086, -0.196, 0.105, 0.100, 0.112, 0.101, -0.125, 0.100, 0.102, 0.097, 0.036, 0.103, -0.046, -0.155, 0.083, -0.085, 0.049, 0.099, -0.310, 0.106, 0.106, -0.196, -0.180, -0.097, 0.054, 0.116, -0.069, 0.088, -0.145, 0.112, 0.064, 0.115, 0.048, 0.095, 0.098, 0.111, -0.120, 0.103, -0.076, -0.249, -0.133, -0.432, -0.087, -0.191, -0.141, 0.104, -0.103, -0.166, 0.113, -0.074, 0.067, 0.115, 0.110, 0.103, 0.104, -0.102, 0.100, 0.110, -0.111, -0.214, -0.186, -0.200, -0.256, -0.207, 0.109, -0.157, 0.090, 0.113, -0.267, 0.101, 0.103, 0.024, 0.071, 0.074, -0.210, 0.996, 0.084]}

Record 3
{"formula": "C4H7FO2", "method": "the ωB97M-V functional and the def2-TZVPD basis", "smiles": "FC[C@H]1COCO1", "energy_ev": -11072.7435, "homo_lumo_gap_ha": 0.4079, "relative_energy_kj_mol": 129.09, "elements": ["H", "H", "O", "H", "H", "F", "C", "C", "H", "O", "C", "H", "C", "H"], "coordinates": [[-0.51787, -1.23958, -1.10285], [2.23787, -0.32723, 1.07539], [-0.44653, -0.81816, 0.88944], [0.01008, 1.25687, -1.13807], [0.18354, 0.84864, 1.80526], [1.71120, -0.45899, -0.90183], [1.69931, 0.25331, 0.32899], [0.25022, 0.38385, 0.77645], [-1.96508, -1.62234, -0.04373], [-1.74451, 0.38312, -0.45794], [-0.58953, 1.17574, -0.23999], [-0.91070, 2.18032, 0.11395], [-1.20774, -0.92136, -0.23252], [2.17609, 1.16532, 0.15692]], "atomic_forces_ev_per_a": [[-1.273, 0.456, 0.864], [0.228, -0.154, -0.176], [1.022, -0.683, 1.332], [-0.099, 0.235, -0.533], [0.492, -0.268, -1.029], [0.228, 0.363, 0.717], [-1.262, -2.353, 0.057], [-0.084, 1.710, 1.365], [-1.219, -0.823, -0.022], [0.573, -0.697, -0.024], [-0.376, 0.989, 0.309], [0.297, -0.706, -0.249], [0.841, 0.284, -2.426], [0.631, 1.647, -0.185]], "lowdin_charge": [0.157, 0.126, -0.035, 0.117, 0.171, -0.062, -0.099, -0.300, 0.123, -0.062, -0.145, 0.142, -0.238, 0.105]}